{
  "formula": "C18H10F5N2O4S2",
  "method": "wB97M-V/def2-TZVPD",
  "symbols": ["F", "C", "F", "F", "S", "C", "C", "C", "C", "C", "C", "N", "C", "C", "O", "O", "H", "H", "H", "H", "H", "F", "C", "F", "S", "N", "C", "O", "C", "C", "C", "C", "C", "C", "C", "O", "H", "H", "H", "H", "H"],
  "coordinates": [[5.1618, -0.9084, -2.3871], [3.9350, -1.1854, -1.9195], [3.1464, -1.5826, -2.9484], [4.0070, -2.1983, -1.0288], [3.2634, 0.4106, -1.0817], [1.6254, -0.0806, -0.3126], [0.6191, -0.5444, -1.3144], [-0.1486, -1.6910, -1.0422], [-1.3682, -1.8350, -1.7147], [-1.7382, -0.9667, -2.7431], [-2.8973, -1.2133, -3.5800], [-3.8065, -1.3602, -4.3149], [-0.9155, 0.1249, -3.0273], [0.2895, 0.3140, -2.3650], [4.1731, 0.8448, -0.0438], [2.9961, 1.2852, -2.1945], [1.8606, -0.9634, 0.4820], [0.1773, -2.3886, -0.2612], [-2.0535, -2.6311, -1.4004], [-1.2222, 0.8827, -3.7483], [0.9309, 1.1428, -2.6272], [2.3005, -1.3272, 3.9336], [2.1220, -1.8496, 2.6893], [0.7875, -2.1788, 2.5558], [3.0871, -0.7906, 1.5657], [0.3927, 0.5139, 2.3942], [-0.7391, 0.4614, 3.2150], [-0.8969, -0.3408, 4.1349], [-1.6582, 1.4379, 2.5771], [-1.1654, 1.7998, 1.3227], [-2.0091, 2.3176, 0.3364], [-3.3670, 2.5085, 0.6739], [-3.8532, 2.0644, 1.9266], [-2.9807, 1.5634, 2.9113], [0.1491, 1.1411, 1.2821], [0.9835, 1.1964, 0.2307], [2.6861, -2.7748, 2.4924], [-1.5931, 2.5233, -0.6523], [-4.0556, 2.9712, -0.0396], [-4.9428, 2.0788, 2.1190], [-3.2829, 1.2284, 3.9042]],
  "forces_ev_per_a": [[-0.7, -0.1, 0.2], [-0.3, -0.7, 0.8], [0.6, 0.5, 0.7], [0.1, 0.8, -1.2], [-0.3, 0.8, 1.4], [-2.2, -0.6, -1.1], [0.1, 0.4, -0.7], [-0.3, 0.9, -0.1], [0.1, -0.9, 0.2], [0.1, 0.0, 0.1], [-2.2, -0.1, -1.5], [2.5, 0.3, 2.1], [0.3, 0.5, -0.6], [-1.3, -0.5, -0.1], [-0.2, -0.3, -1.9], [0.3, -0.1, -0.2], [-0.4, 2.0, -1.5], [-0.3, 0.4, -0.2], [0.4, 0.2, -0.4], [0.0, -0.4, -0.1], [-0.2, 0.0, 0.2], [-0.6, -0.7, 0.7], [2.7, 0.0, -1.0], [0.0, 0.5, -0.3], [1.5, -1.7, 4.2], [1.3, -0.7, -1.3], [1.1, -0.8, 0.7], [-0.2, 2.1, -1.6], [-1.8, -0.1, 0.2], [-1.3, -0.1, -0.6], [0.3, 0.1, 0.6], [0.2, -0.5, 0.6], [-0.3, 0.5, -0.2], [-0.5, 0.4, -0.5], [1.6, -1.2, 1.6], [0.2, -0.6, -0.4], [-0.6, -0.3, 1.2], [-0.3, 0.1, 0.2], [0.2, -0.4, 0.2], [0.8, 0.2, -0.1], [-0.3, -0.1, -0.4]],
  "nbo_charge": [-0.31, 0.77, -0.32, -0.30, 2.04, -0.25, 0.03, -0.22, -0.15, -0.20, 0.30, -0.34, -0.17, -0.21, -0.85, -0.95, 0.30, 0.25, 0.22, 0.22, 0.25, -0.37, 0.40, -0.38, -0.49, -0.51, 0.65, -0.50, -0.12, -0.11, -0.18, -0.21, -0.20, -0.17, 0.61, -0.53, 0.12, 0.23, 0.22, 0.21, 0.23],
  "gap_ha": 0.1804,
  "total_charge": -1,
  "homo_energy_ha": -0.122,
  "energy_ha": -2397.992987,
  "lumo_energy_ha": 0.0579
}

---

{
  "formula": "C54H37N2O36",
  "method": "wB97M-V/def2-TZVPD",
  "symbols": ["O", "N", "O", "C", "C", "N", "C", "C", "C", "C", "O", "O", "H", "H", "H", "H", "H", "C", "C", "C", "O", "C", "C", "C", "O", "O", "O", "H", "H", "H", "H", "C", "C", "C", "O", "C", "C", "C", "O", "O", "O", "H", "H", "H", "H", "C", "C", "C", "O", "C", "C", "C", "O", "O", "O", "H", "H", "H", "H", "C", "C", "C", "O", "C", "C", "C", "O", "O", "O", "H", "H", "H", "H", "C", "C", "C", "O", "C", "C", "C", "O", "O", "O", "H", "H", "H", "H", "C", "C", "C", "O", "C", "C", "C", "O", "O", "O", "H", "H", "H", "H", "C", "C", "C", "O", "C", "C", "C", "O", "O", "O", "H", "H", "H", "H", "C", "C", "C", "O", "C", "C", "C", "O", "O", "O", "H", "H", "H", "H"],
  "coordinates": [[-2.9025, 0.3037, -6.1167], [-2.3780, 1.1572, -5.5468], [-1.8559, 0.7297, -4.2500], [-1.3397, -0.5337, -4.2993], [-0.2017, -0.8174, -5.0081], [0.2977, -2.0527, -5.0065], [-0.2842, -3.0547, -4.3641], [-1.4300, -2.8626, -3.6343], [-1.9570, -1.5743, -3.6088], [-3.2242, -1.3069, -2.7727], [-4.2394, -0.9088, -3.2656], [-3.0751, -1.5608, -1.4484], [0.2833, -0.0144, -5.5607], [1.1592, -2.1816, -5.5492], [0.1741, -4.0387, -4.4237], [-1.8658, -3.6974, -3.0934], [-2.1322, -1.4755, -1.2417], [-4.4368, 1.3674, -0.2361], [-3.4378, 2.2248, -0.0205], [-3.5953, 3.4082, 0.8828], [-2.6383, 4.1415, 1.0516], [-4.8896, 3.6240, 1.5106], [-5.9002, 2.7675, 1.2952], [-5.7321, 1.5652, 0.4099], [-6.6660, 0.8064, 0.2574], [-7.0959, 2.9379, 1.8527], [-2.2353, 2.0778, -0.5973], [-4.3291, 0.5116, -0.8855], [-4.9952, 4.4915, 2.1465], [-7.6503, 2.1892, 1.5454], [-1.6992, 2.8276, -0.2739], [6.5052, -3.6010, -4.8270], [5.2179, -3.9621, -4.8185], [4.1530, -3.0868, -5.4044], [2.9885, -3.4802, -5.3820], [4.5413, -1.8122, -5.9672], [5.8319, -1.4406, -5.9767], [6.9062, -2.3290, -5.4121], [8.0606, -1.9577, -5.4568], [6.2234, -0.2826, -6.4780], [4.8135, -5.1192, -4.2888], [7.2828, -4.2246, -4.4080], [3.7602, -1.1834, -6.3719], [7.1955, -0.2483, -6.3647], [3.8486, -5.1482, -4.4078], [5.4624, 0.2336, -1.1637], [6.2332, 0.0943, -2.2445], [6.9137, 1.2604, -2.8849], [7.6156, 1.0615, -3.8604], [6.6957, 2.5796, -2.3100], [5.9209, 2.7222, -1.2258], [5.2605, 1.5447, -0.5723], [4.5797, 1.7256, 0.4215], [5.6938, 3.9111, -0.6697], [6.4396, -1.0983, -2.8175], [4.9701, -0.6065, -0.6937], [7.1784, 3.4193, -2.7899], [5.1100, 3.7420, 0.0935], [7.0317, -0.9152, -3.5719], [-8.2861, -0.9248, 5.5832], [-8.5015, 0.0887, 4.7371], [-8.6387, -0.1342, 3.2620], [-8.8530, 0.8241, 2.5396], [-8.5045, -1.4908, 2.7544], [-8.2856, -2.5060, 3.5993], [-8.1750, -2.2876, 5.0796], [-7.9936, -3.2511, 5.7987], [-8.1541, -3.7634, 3.1779], [-8.6069, 1.3533, 5.1576], [-8.1869, -0.7764, 6.6502], [-8.5882, -1.6343, 1.6862], [-8.0073, -4.2965, 3.9826], [-8.7611, 1.8888, 4.3573], [10.4074, -2.9190, 0.3667], [9.6633, -2.1767, -0.4601], [8.9700, -0.9348, 0.0110], [8.3142, -0.2846, -0.7847], [9.0998, -0.5600, 1.4074], [9.8391, -1.3034, 2.2387], [10.5569, -2.5317, 1.7657], [11.2289, -3.1584, 2.5596], [9.9801, -0.9966, 3.5292], [9.4956, -2.4972, -1.7466], [10.9147, -3.8158, 0.0402], [8.5790, 0.3286, 1.7345], [10.5611, -1.6863, 3.9047], [8.9215, -1.8032, -2.1188], [-8.2651, 1.2534, 9.7304], [-8.4594, 1.8680, 10.9045], [-8.1718, 1.1829, 12.2082], [-8.3490, 1.7962, 13.2418], [-7.6956, -0.1939, 12.1697], [-7.5054, -0.8077, 10.9960], [-7.7676, -0.1124, 9.6945], [-7.5583, -0.7166, 8.6567], [-7.0733, -2.0671, 10.9158], [-8.9149, 3.1158, 10.9835], [-8.4664, 1.7370, 8.7843], [-7.5082, -0.6836, 13.1148], [-7.0197, -2.2701, 9.9630], [-8.9629, 3.3209, 11.9369], [3.7419, -0.3617, 5.1549], [4.1704, -0.3608, 3.8877], [5.5969, -0.6648, 3.5398], [5.9219, -0.6707, 2.3655], [6.5277, -0.9355, 4.6241], [6.1010, -0.9326, 5.8940], [4.6678, -0.6572, 6.2418], [4.3331, -0.6859, 7.4090], [6.9193, -1.1737, 6.9152], [3.3580, -0.0900, 2.8629], [2.7160, -0.1464, 5.4184], [7.5577, -1.1352, 4.3612], [6.3674, -1.1145, 7.7184], [3.9130, -0.1482, 2.0615], [-3.9822, 4.4556, -10.5644], [-4.1652, 4.8990, -9.3136], [-3.8462, 4.0451, -8.1230], [-4.0124, 4.5016, -7.0086], [-3.3514, 2.6943, -8.3596], [-3.1724, 2.2518, -9.6083], [-3.4657, 3.1144, -10.7989], [-3.2647, 2.6609, -11.9085], [-2.7227, 1.0212, -9.8686], [-4.6372, 6.1175, -9.0567], [-4.2062, 5.0619, -11.4306], [-3.1418, 2.0822, -7.4952], [-2.6838, 0.9570, -10.8427], [-4.6733, 6.1912, -8.0846]],
  "forces_ev_per_a": [[0.5, 0.2, 0.1], [-1.3, 0.2, -0.8], [1.2, -0.6, 0.5], [-0.9, -0.3, 0.6], [0.0, 1.1, -0.2], [0.4, 0.7, -0.8], [0.2, -1.5, 0.2], [0.1, 0.5, -0.1], [-0.9, -0.2, 0.9], [-0.3, 0.6, -0.3], [0.8, -0.6, 0.3], [0.2, 0.2, -0.9], [0.2, -0.4, 0.0], [0.0, -0.7, 0.4], [0.1, 0.3, -0.1], [0.0, 0.2, -0.1], [-0.1, -0.2, 0.4], [-0.1, -0.1, 0.0], [0.1, -0.4, -0.3], [-0.4, 0.4, 0.4], [0.3, -0.2, -0.2], [0.3, 0.0, -0.1], [-0.1, 0.6, 0.4], [0.3, -0.2, -0.3], [-0.1, 0.1, 0.1], [0.2, -0.5, -0.5], [0.0, 0.3, 0.2], [-0.1, 0.0, 0.0], [0.0, 0.0, 0.0], [-0.2, 0.0, 0.2], [0.0, 0.0, 0.0], [0.1, 0.1, -0.1], [0.3, -0.4, 0.2], [0.1, 0.6, -0.3], [-0.3, 0.0, 0.2], [-0.4, -0.3, 0.2], [-0.3, 0.6, -0.3], [0.1, -0.9, 0.1], [-0.1, 0.4, -0.1], [0.3, -0.5, 0.2], [-0.3, 0.4, -0.2], [0.0, 0.0, 0.0], [0.1, 0.1, -0.1], [0.0, 0.2, 0.0], [0.0, -0.1, 0.0], [-0.4, 0.1, 0.0], [-0.6, -0.4, 0.3], [0.2, 0.6, 0.1], [-0.1, -0.4, -0.1], [0.1, -0.2, -0.2], [0.3, 0.5, -0.2], [0.0, -0.5, 0.0], [0.0, 0.3, 0.0], [-0.2, -0.4, 0.2], [0.1, 0.3, -0.3], [0.1, 0.0, 0.0], [0.0, 0.0, 0.0], [0.0, 0.1, 0.1], [0.2, 0.1, 0.1], [0.0, -0.2, 0.1], [0.0, 0.1, 0.5], [0.0, -0.4, -0.4], [0.0, 0.3, 0.2], [0.0, 0.2, -0.1], [0.0, -0.1, -0.6], [0.0, 0.4, 0.4], [0.0, -0.2, -0.3], [0.0, 0.1, 0.4], [0.0, -0.1, -0.5], [0.0, 0.0, -0.1], [0.0, 0.0, 0.0], [0.0, -0.1, 0.0], [0.0, 0.1, 0.0], [0.1, 0.0, 0.2], [0.2, -0.5, -0.2], [-0.1, 0.3, 0.5], [0.4, -0.2, -0.2], [0.0, 0.1, -0.1], [-0.2, 0.5, 0.2], [0.1, -0.3, -0.4], [-0.1, 0.2, 0.3], [0.2, -0.4, -0.2], [-0.2, 0.4, 0.2], [0.0, 0.0, 0.0], [0.0, 0.0, 0.0], [0.0, 0.0, 0.1], [0.0, 0.0, -0.1], [0.1, -0.2, -0.2], [-0.1, 0.3, -0.5], [0.2, -0.5, 0.3], [-0.1, 0.3, -0.1], [-0.1, 0.2, 0.1], [0.1, -0.3, 0.5], [-0.2, 0.5, -0.2], [0.1, -0.3, 0.3], [-0.1, 0.3, -0.4], [0.1, -0.3, 0.4], [0.0, 0.0, 0.0], [0.0, 0.0, 0.0], [0.0, -0.1, 0.0], [0.0, 0.1, 0.0], [0.0, 0.0, 0.2], [-0.6, 0.1, 0.1], [0.5, -0.1, 0.3], [-0.3, 0.0, -0.2], [0.0, 0.0, -0.3], [0.6, -0.1, -0.1], [-0.5, 0.2, -0.2], [0.3, -0.1, 0.1], [-0.5, 0.1, 0.0], [0.5, -0.2, 0.0], [0.0, 0.0, 0.0], [0.0, 0.0, 0.0], [0.1, 0.0, 0.1], [0.0, 0.2, -0.1], [0.1, -0.2, -0.1], [-0.1, 0.3, -0.5], [0.1, -0.4, 0.2], [-0.1, 0.2, -0.1], [0.0, 0.2, 0.1], [0.1, -0.4, 0.4], [-0.2, 0.6, -0.2], [0.1, -0.3, 0.1], [-0.1, 0.3, -0.3], [0.1, -0.3, 0.4], [0.0, 0.0, 0.0], [-0.1, 0.2, -0.3], [0.0, 0.0, 0.0], [0.0, 0.1, 0.0]],
  "lowdin_charge": [0.14, 0.09, 0.01, -0.22, 0.07, 0.14, 0.00, 0.07, 0.00, -0.44, 0.19, 0.14, 0.17, 0.16, 0.16, 0.15, 0.14, 0.08, -0.23, -0.32, 0.11, 0.08, -0.23, -0.30, 0.13, 0.11, 0.09, 0.10, 0.14, 0.09, 0.12, 0.09, -0.23, -0.30, 0.05, 0.07, -0.23, -0.33, 0.14, 0.14, 0.12, 0.15, 0.13, 0.13, 0.11, 0.06, -0.26, -0.32, 0.11, 0.09, -0.23, -0.30, 0.11, 0.12, 0.09, 0.14, 0.14, 0.12, 0.08, 0.08, -0.22, -0.30, 0.09, 0.08, -0.23, -0.31, 0.12, 0.11, 0.11, 0.10, 0.14, 0.12, 0.12, 0.08, -0.22, -0.27, 0.11, 0.08, -0.23, -0.31, 0.12, 0.11, 0.11, 0.14, 0.14, 0.13, 0.10, 0.08, -0.23, -0.31, 0.12, 0.08, -0.23, -0.30, 0.09, 0.12, 0.12, 0.14, 0.14, 0.12, 0.12, 0.08, -0.23, -0.30, 0.09, 0.08, -0.23, -0.31, 0.12, 0.12, 0.10, 0.14, 0.12, 0.12, 0.09, 0.08, -0.23, -0.31, 0.11, 0.07, -0.23, -0.31, 0.12, 0.10, 0.12, 0.14, 0.08, 0.12, 0.12],
  "gap_ha": 0.2127,
  "total_charge": 1,
  "homo_energy_ha": -0.393,
  "energy_ha": -4897.756878,
  "lumo_energy_ha": -0.1802
}

---

{
  "formula": "C7H14N2",
  "method": "wB97M-V/def2-TZVPD",
  "symbols": ["C", "C", "C", "C", "C", "C", "C", "H", "H", "H", "H", "H", "H", "H", "H", "H", "H", "H", "H", "H", "H", "N", "N"],
  "coordinates": [[-1.8158, -0.0642, 1.4625], [-1.2685, 0.0134, 0.0041], [-0.5479, 1.3809, -0.3789], [1.0370, 1.2090, -0.6233], [1.4829, 0.0105, 0.2585], [0.6571, -1.2259, -0.0597], [-1.7105, -0.7956, -1.2331], [-0.9452, 0.2054, 2.1048], [-2.0906, -1.1366, 1.8477], [-2.9988, 0.4931, 1.3534], [-0.8963, 2.0788, 0.4462], [-1.0898, 2.0088, -1.3086], [1.5723, 2.0941, -0.1866], [1.2295, 0.9024, -1.7050], [1.1008, 0.6695, 1.2393], [3.3904, 0.2476, 0.8702], [3.1248, -1.4674, 0.0984], [1.2348, -1.9975, -0.7462], [0.2362, -1.8289, 0.6988], [-1.9196, 0.1074, -2.2211], [-2.2602, -1.7154, -1.2412], [2.8563, -0.4078, 0.0889], [-0.3787, -0.7815, -0.7691]],
  "forces_ev_per_a": [[-2.3, -1.9, -1.2], [0.0, 2.4, -2.2], [-2.8, 2.8, -0.2], [-1.0, -0.9, -0.5], [-1.2, 1.1, 1.4], [2.7, -3.6, -1.6], [0.6, 3.5, -1.8], [-1.4, 0.9, 0.1], [0.5, 1.7, -1.1], [4.1, -1.1, 1.1], [1.3, -0.2, -0.5], [1.5, -2.1, 2.0], [-0.3, -0.6, -1.2], [-0.1, 1.2, 1.2], [1.5, -2.8, -0.8], [-0.9, -2.9, -2.8], [-1.1, 2.9, 0.7], [-0.4, 1.5, 1.3], [0.5, -0.7, 2.1], [0.5, -3.3, 2.5], [-0.7, -0.2, 0.1], [2.8, 1.9, 3.2], [-3.9, 0.5, -1.8]],
  "nbo_charge": [-0.67, 0.07, -0.42, -0.42, -0.04, -0.20, -0.16, 0.23, 0.22, 0.25, 0.20, 0.22, 0.22, 0.22, 0.16, 0.37, 0.40, 0.18, 0.18, 0.16, 0.20, -0.87, -0.49],
  "gap_ha": 0.3172,
  "total_charge": 0,
  "homo_energy_ha": -0.286,
  "energy_ha": -384.352149,
  "lumo_energy_ha": 0.0317
}

---

{
  "formula": "C2H4O2Si",
  "method": "wB97M-V/def2-TZVPD",
  "symbols": ["C", "C", "O", "O", "Si", "H", "H", "H", "H"],
  "coordinates": [[-0.0850, 0.7643, 0.1146], [-1.2262, 1.2888, -0.4130], [-0.1901, -0.5845, 0.7689], [-1.1263, 2.3829, -1.0491], [0.8189, -1.6850, 0.4437], [0.8363, 1.2179, 0.0971], [-2.0922, 0.6032, -0.2757], [2.0131, -1.8464, 1.3419], [1.0515, -2.1412, -1.0284]],
  "forces_ev_per_a": [[-0.9, -4.4, 2.1], [-0.4, 1.2, -1.4], [-2.9, 7.4, -0.5], [-1.0, -1.6, 1.0], [3.6, -5.6, -1.6], [2.1, 0.7, 0.0], [-0.3, 0.9, -0.4], [-0.3, 0.5, -0.4], [-0.1, 0.9, 1.1]],
  "nbo_charge": [0.18, 0.18, -0.92, -0.46, 1.06, 0.19, 0.15, -0.19, -0.19],
  "gap_ha": [0.3454, 0.1971],
  "total_charge": 0,
  "homo_energy_ha": [-0.365, -0.267],
  "energy_ha": -518.429020,
  "lumo_energy_ha": [-0.0196, -0.0701]
}